Entry 1:
Density functional theory data (ωB97M-V with the def2-TZVPD basis set) for one molecule with the formula C2H3N3OS in a non-equilibrium geometry.

Each atom is followed by the atoms it is bonded to, with distances in Å.
Atoms and positions in Å:
1 S -0.581 -2.332 0.803  C6 1.777, C7 1.769
2 O -1.047 -0.267 -1.021  N3 1.437, C7 1.404
3 N -0.545 1.025 -1.402  O2 1.437, H8 0.993, H9 1.013
4 N 0.868 -0.506 1.870  N5 1.318, C6 1.266
5 N 0.435 0.071 0.768  N4 1.318, C7 1.294
6 C 0.513 -1.707 2.055  S1 1.777, N4 1.266, H10 1.013
7 C -0.368 -0.713 0.124  S1 1.769, O2 1.404, N5 1.294
8 H -0.690 1.654 -0.648  N3 0.993
9 H 0.435 0.896 -1.628  N3 1.013
10 H 0.792 -2.247 2.865  C6 1.013

For the HOMO energy, the calculation gives -9.985 eV. As for the total charge: 0. Its total energy is -715.605608 Ha. Its structure (SMILES) is NOc1nncs1. Its energy above the lowest of the compared OMol25 structures with the same formula, charge and spin is 237.9 kJ/mol. The largest force on an atom is 3.0 eV/A. The frontier orbital gap comes out at 10.5332 eV.

=====

Entry 2:
Density functional theory data (ωB97M-V with the def2-TZVPD basis set) for one molecule with the formula C2H3N3OS in a non-equilibrium geometry.

Each atom is followed by the atoms it is bonded to, with distances in Å.
Atoms and positions in Å:
1 S -0.395 1.535 -0.141  C6 1.909, C7 1.750
2 O 0.376 -1.978 -1.197  N4 1.292, N5 1.376
3 N -0.168 -0.190 -2.218  N5 1.267, C7 1.331
4 N 0.190 -1.134 -0.237  O2 1.292, C7 1.337
5 N 0.269 -1.361 -2.423  O2 1.376, N3 1.267
6 C 0.004 0.829 1.587  S1 1.909, H8 1.122, H9 1.104, H10 1.041
7 C -0.152 -0.024 -0.898  S1 1.750, N3 1.331, N4 1.337
8 H -0.455 1.640 2.213  C6 1.122
9 H -0.703 -0.015 1.669  C6 1.104
10 H 1.035 0.697 1.646  C6 1.041

For the HOMO energy, the calculation gives -9.471 eV. As for the total charge: 0. Its total energy is -715.590898 Ha. Its structure (SMILES) is CSc1nnon1. Its energy above the lowest of the compared OMol25 structures with the same formula, charge and spin is 276.6 kJ/mol. The largest force on an atom is 4.7 eV/A. The frontier orbital gap comes out at 9.6327 eV.

=====

Entry 3:
Density functional theory data (ωB97M-V with the def2-TZVPD basis set) for one molecule with the formula C2H3N3OS in a non-equilibrium geometry.

Each atom is followed by the atoms it is bonded to, with distances in Å.
Atoms and positions in Å:
1 S 0.474 -2.309 -1.829  C7 1.633
2 O 0.572 0.242 -1.143  N5 1.458, C7 1.356
3 N -0.977 -0.057 1.027  N4 1.371, C6 1.270
4 N -0.302 -1.087 0.426  N3 1.371, C7 1.373, H8 1.006
5 N 0.784 1.107 0.011  O2 1.458, C6 1.415, H10 1.030
6 C -0.363 1.039 0.837  N3 1.270, N5 1.415, H9 1.120
7 C 0.229 -1.033 -0.839  S1 1.633, O2 1.356, N4 1.373
8 H -0.636 -1.993 0.709  N4 1.006
9 H -0.637 2.054 1.223  C6 1.120
10 H 0.857 2.038 -0.423  N5 1.030

For the HOMO energy, the calculation gives -8.931 eV. As for the total charge: 0. Its total energy is -715.610356 Ha. Its structure (SMILES) is S=C1NN=CNO1. Its energy above the lowest of the compared OMol25 structures with the same formula, charge and spin is 225.5 kJ/mol. The largest force on an atom is 1.7 eV/A. The frontier orbital gap comes out at 9.1471 eV.

=====

Entry 4:
Density functional theory data (ωB97M-V with the def2-TZVPD basis set) for one molecule with the formula C2H3N3S in a non-equilibrium geometry.

Each atom is followed by the atoms it is bonded to, with distances in Å.
Atoms and positions in Å:
1 S -0.714 -1.740 0.559  N4 1.617, H7 1.435
2 N 1.154 1.299 -0.954  N3 1.362, C6 1.366
3 N -0.175 1.584 -0.885  N2 1.362, C5 1.249
4 N -0.182 -0.299 0.052  S1 1.617, C5 1.340, C6 1.420
5 C -0.929 0.732 -0.368  N3 1.249, N4 1.340, H8 1.070
6 C 1.124 0.239 -0.093  N2 1.366, N4 1.420, H9 1.055
7 H -0.321 -1.899 1.929  S1 1.435
8 H -1.939 0.386 -0.440  C5 1.070
9 H 1.982 -0.302 0.199  C6 1.055

For the HOMO energy, the calculation gives -9.493 eV. As for the total charge: 0. Its total energy is -640.363312 Ha. Its structure (SMILES) is Sn1cnnc1. Its energy above the lowest of the compared OMol25 structures with the same formula, charge and spin is 253.1 kJ/mol. The largest force on an atom is 6.5 eV/A. The frontier orbital gap comes out at 9.6812 eV.

=====

Entry 5:
Density functional theory data (ωB97M-V with the def2-TZVPD basis set) for a 2-piece molecular cluster, C2H3N3S overall in a non-equilibrium geometry.

Each atom is followed by the atoms it is bonded to, with distances in Å.
Atoms and positions in Å:
1 S -0.645 0.818 -2.720  N3 1.616
2 N -3.267 -0.803 -0.401  N4 1.229, H8 0.994
3 N -1.441 -0.202 -1.752  S1 1.616, N4 1.158
4 N -2.443 -0.523 -1.269  N2 1.229, N3 1.158
5 C 1.539 1.564 0.482  C6 1.212, H7 1.034
6 C 2.007 0.720 -0.251  C5 1.212, H9 1.081
7 H 1.701 2.206 1.276  C5 1.034
8 H -4.018 -1.399 -0.662  N2 0.994
9 H 2.012 -0.017 -1.042  C6 1.081

For the HOMO energy, the calculation gives -8.559 eV. As for the total charge: 0. Its total energy is -640.232999 Ha. Its structure (SMILES) is [H]/N=N/N=S.C#C. Its energy above the lowest of the compared OMol25 structures with the same formula, charge and spin is 595.3 kJ/mol. The largest force on an atom is 2.3 eV/A. The frontier orbital gap comes out at 8.3946 eV.

=====

Entry 6:
Density functional theory data (ωB97M-V with the def2-TZVPD basis set) for a 2-piece molecular cluster, C2H3N3S overall in a non-equilibrium geometry.

Each atom is followed by the atoms it is bonded to, with distances in Å.
Atoms and positions in Å:
1 S 2.896 0.979 -0.171  C5 1.576
2 N -1.423 0.337 -0.217  N4 1.224, C6 1.193
3 N 1.455 -1.228 0.471  C5 1.190, H7 1.023
4 N -1.361 0.727 -1.376  N2 1.224, H8 0.978
5 C 1.852 -0.133 0.227  S1 1.576, N3 1.190
6 C -1.483 -0.332 0.769  N2 1.193, H9 1.057
7 H 0.451 -1.412 0.414  N3 1.023
8 H -0.542 1.036 -1.811  N4 0.978
9 H -1.846 0.027 1.695  C6 1.057

For the HOMO energy, the calculation gives -9.583 eV. As for the total charge: 0. Its total energy is -640.326238 Ha. Its energy above the lowest of the compared OMol25 structures with the same formula, charge and spin is 350.5 kJ/mol. The largest force on an atom is 3.3 eV/A. The frontier orbital gap comes out at 9.7651 eV.

=====

Entry 7:
Density functional theory data (ωB97M-V with the def2-TZVPD basis set) for one molecule with the formula C2H3N3S2 in a non-equilibrium geometry.

Each atom is followed by the atoms it is bonded to, with distances in Å.
Atoms and positions in Å:
1 S -2.126 0.693 -0.033  S2 2.068, C6 1.638
2 S -0.399 1.815 -0.220  S1 2.068, C7 1.902
3 N -1.925 -2.018 -0.149  C6 1.200, H10 1.097
4 N 2.156 1.055 0.143  C7 1.417, H8 1.001, H9 1.015
5 N 0.482 -0.715 0.125  C7 1.226
6 C -1.613 -0.859 -0.141  S1 1.638, N3 1.200
7 C 0.890 0.434 -0.003  S2 1.902, N4 1.417, N5 1.226
8 H 3.005 0.544 0.001  N4 1.001
9 H 2.203 1.691 0.933  N4 1.015
10 H -2.673 -2.639 -0.657  N3 1.097

For the HOMO energy, the calculation gives -8.405 eV. As for the total charge: 0. Its total energy is -1038.542760 Ha. Its energy above the lowest of the compared OMol25 structures with the same formula, charge and spin is 249.0 kJ/mol. The largest force on an atom is 3.7 eV/A. The frontier orbital gap comes out at 8.2924 eV.

=====

Entry 8:
Density functional theory data (ωB97M-V with the def2-TZVPD basis set) for an isolated ion of composition C2H3N4 and charge +1 in a non-equilibrium geometry.

Each atom is followed by the atoms it is bonded to, with distances in Å.
Atoms and positions in Å:
1 N -0.631 -0.826 -0.039  N3 1.472, N4 1.378, C6 1.420
2 N 1.122 -1.090 -0.832  N3 1.516, N4 1.222
3 N 0.686 -0.351 0.417  N1 1.472, N2 1.516, C5 1.453, H9 1.030
4 N -0.024 -1.372 -1.149  N1 1.378, N2 1.222
5 C 0.116 0.983 0.342  N3 1.453, C6 1.340, H7 1.073
6 C -1.057 0.526 -0.116  N1 1.420, C5 1.340, H8 1.073
7 H 0.609 1.903 0.591  C5 1.073
8 H -2.002 0.878 -0.483  C6 1.073
9 H 1.181 -0.650 1.269  N3 1.030

For the HOMO energy, the calculation gives -16.834 eV. As for the total charge: +1. Its total energy is -296.532602 Ha. Its structure (SMILES) is C1=C[N@@H+]2N=NN12. Its energy above the lowest of the compared OMol25 structures with the same formula, charge and spin is 243.5 kJ/mol. The largest force on an atom is 2.9 eV/A. The frontier orbital gap comes out at 11.1859 eV.

=====

Entry 9:
Density functional theory data (ωB97M-V with the def2-TZVPD basis set) for a 2-piece molecular cluster, C2H3N4 overall in a non-equilibrium geometry.

Each atom is followed by the atoms it is bonded to, with distances in Å.
Atoms and positions in Å:
1 N -0.094 -0.888 -0.148  N3 1.125
2 N 0.859 -1.996 1.572  N3 1.154, H9 0.996
3 N 0.285 -1.356 0.802  N1 1.125, N2 1.154
4 N -1.626 2.234 1.501  C6 1.149
5 C -0.554 1.481 -0.609  C6 1.346, H7 1.092, H8 1.121
6 C -1.036 1.956 0.555  N4 1.149, C5 1.346
7 H -1.095 0.746 -1.208  C5 1.092
8 H 0.277 2.048 -1.106  C5 1.121
9 H 0.698 -2.932 1.871  N2 0.996

For the HOMO energy (spin up / spin down), the calculation gives -15.198 / -15.196 eV. As for the total charge: +1. Its total energy is -296.530568 Ha. Its energy above the lowest of the compared OMol25 structures with the same formula, charge and spin is 248.9 kJ/mol. The largest force on an atom is 3.6 eV/A. The frontier orbital gap (spin up / spin down) comes out at 6.2137 / 6.2110 eV.

=====

Entry 10:
Density functional theory data (ωB97M-V with the def2-TZVPD basis set) for an isolated ion of composition C2H3N4O and charge -1 in a non-equilibrium geometry.

Each atom is followed by the atoms it is bonded to, with distances in Å.
Atoms and positions in Å:
1 O 0.322 1.947 -0.074  C7 1.204
2 N 2.113 -0.751 -0.007  N4 1.169, N5 1.121
3 N -0.061 -0.325 0.060  C6 1.440, C7 1.261
4 N 2.135 0.409 0.132  N2 1.169, C7 1.621
5 N 2.007 -1.862 -0.103  N2 1.121
6 C -1.477 -0.065 0.015  N3 1.440, H8 1.124, H9 1.045, H10 1.114
7 C 0.562 0.768 -0.021  O1 1.204, N3 1.261, N4 1.621
8 H -1.960 -0.788 0.728  C6 1.124
9 H -1.759 -0.281 -0.968  C6 1.045
10 H -1.883 0.948 0.238  C6 1.114

For the HOMO energy, the calculation gives -3.929 eV. As for the total charge: -1. Its total energy is -372.242860 Ha. Its structure (SMILES) is C[N-]C(=O)N=[N+]=[N-]. Its energy above the lowest of the compared OMol25 structures with the same formula, charge and spin is 131.0 kJ/mol. The largest force on an atom is 3.8 eV/A. The frontier orbital gap comes out at 8.4030 eV.